This record from the OMol25 dataset describes a 2-piece molecular cluster, C3H9OS overall in a non-equilibrium geometry. The level of theory is wB97M-V/def2-TZVPD.

Each atom is followed by the atoms it is bonded to, with distances in Å.
Element x y z (Å)
1 C 0.2882 -3.3781 -0.3606  O2 1.433, H3 1.098, H4 1.088, H5 1.068
2 O 0.7500 -2.6291 0.7709  C1 1.433, H14 0.977
3 H 0.9795 -4.2272 -0.4392  C1 1.098
4 H -0.7084 -3.7090 -0.0754  C1 1.088
5 H 0.3327 -2.7873 -1.2491  C1 1.068
6 C 0.0760 3.0806 0.6606  C7 1.542, H9 1.071, H10 1.120, H11 1.119
7 C 0.3231 1.5667 0.4981  C6 1.542, S8 1.870, H12 1.082, H13 1.090
8 S -0.7638 0.8106 -0.8231  C7 1.870
9 H -0.8826 3.3329 0.2553  C6 1.071
10 H 0.9248 3.6370 0.1864  C6 1.120
11 H 0.1173 3.3493 1.7459  C6 1.119
12 H 1.3548 1.2768 0.3469  C7 1.082
13 H 0.0822 1.0573 1.4309  C7 1.090
14 H 0.3442 -1.7435 0.7031  O2 0.977

- Energy: -593.12946 Eh
- Charge: -1
- HOMO level: -2.4193 eV
- Molecular weight: 93.17 g/mol